#a
10
Properties=species:S:1:pos:R:3 method="wB97M-V/def2-TZVPD" lumo_ev=0.9227 multiplicity=1 charge=0
C 0.7497 -1.0843 1.0196
N -0.3632 1.7991 -0.5342
N -0.4992 1.4850 0.6481
N -0.9725 -0.3019 -1.0037
N -0.5693 0.9586 -1.4448
S -0.9023 -0.3474 0.5745
H 0.6536 -1.9742 1.6132
H 1.1873 -0.3185 1.4848
H 1.2662 -1.3946 0.0780
H -0.5504 1.1782 -2.4356


#b
10
Properties=species:S:1:pos:R:3 method="wB97M-V/def2-TZVPD" lumo_ev="-0.3488 / 0.2554" multiplicity=1 charge=0
C -1.7952 0.5470 0.0972
N 2.2373 -0.1722 0.5403
N 2.1389 0.9397 0.8468
N 0.3172 -0.7831 -0.6036
N 1.6428 -0.9059 -0.4257
S -0.2603 0.7198 -0.8624
H -2.6525 0.6935 -0.5508
H -1.7895 1.2951 0.8843
H -1.7908 -0.4577 0.5038
H 1.9520 -1.8763 -0.4298


Q: Which of them is the least stable? A: #b.


#a
19
Properties=species:S:1:pos:R:3 method="wB97M-V/def2-TZVPD" lumo_ev=3.6765 multiplicity=1 charge=-1
C 0.1312 -0.3934 -0.1678
C 0.9680 0.3139 -1.3425
S 2.4338 1.1353 -0.6006
C -0.6123 0.8140 0.5422
N -1.7923 0.3831 1.4362
H 0.7694 -0.9569 0.4854
H -0.5834 -1.1487 -0.6707
H 0.1927 0.9851 -1.8903
H 1.3804 -0.2909 -2.1637
H -1.0902 1.4815 -0.2041
H 0.1435 1.4084 1.0874
H -2.0178 1.0556 2.1496
H -1.5144 -0.4631 1.9736
H 4.3750 -1.5105 -0.0779
H 3.4322 -0.3268 0.0595
O 3.7777 -1.1698 0.6008
H -3.3329 -1.1527 -0.7164
H -3.0453 0.0598 0.1252
O -3.6152 -0.2240 -0.6259


#b
19
Properties=species:S:1:pos:R:3 method="wB97M-V/def2-TZVPD" lumo_ev=3.6539 multiplicity=1 charge=-1
C -2.2184 -0.3974 -1.4147
C -0.9987 0.3243 -2.0780
C -0.5290 1.6938 -1.4032
S 0.1462 1.4208 0.2921
N 0.2542 -0.5858 -2.1314
H -2.1517 -0.6100 -0.3521
H -2.4017 -1.5177 -1.5828
H -3.2037 0.1763 -1.5976
H -1.2660 0.5757 -3.2145
H 0.1838 2.2620 -1.9973
H -1.3106 2.4412 -1.3431
H 1.0601 -0.2231 -1.5485
H 0.1582 -1.5569 -1.7175
H 1.3486 0.0133 1.7779
H 2.7144 -0.3474 1.7972
O 2.0672 -0.4465 2.3876
H 1.8860 -0.3545 4.7760
H 2.3910 -1.5792 4.3105
O 1.8701 -1.2890 5.0392


Q: Which of them is the least stable? A: #b.


#a
14
Properties=species:S:1:pos:R:3 method="wB97M-V/def2-TZVPD" lumo_ev=-10.6597 multiplicity=1 charge=+2
C -1.4102 -0.0443 -0.1702
C 1.5319 -0.2327 0.0921
C -2.8096 0.2817 -0.1467
N -0.3006 0.2012 0.1007
N 1.5910 -1.4197 0.6402
N 2.3125 0.6850 -0.4770
O 3.6423 0.6544 -0.2438
H -3.4361 -0.1920 -0.9672
H -2.7394 1.3677 -0.2449
H -3.4340 0.2442 0.7865
H 0.8441 -1.5942 1.2675
H 2.1648 -2.0768 0.1720
H 1.9631 1.4142 -1.1343
H 3.9348 1.5449 -0.2138


#b
14
Properties=species:S:1:pos:R:3 method="wB97M-V/def2-TZVPD" lumo_ev="-10.4428 / -10.4431" multiplicity=1 charge=+2
C -1.4480 -0.1068 0.0299
C 0.9243 0.5739 0.0082
C -2.7596 -0.4924 0.0626
N -0.3542 0.3247 0.0019
N 1.5108 1.6957 -0.0874
N 2.3255 -1.0017 -0.0854
O 3.4652 -0.4270 -0.1405
H -3.4386 0.3656 0.2146
H -2.9483 -1.2505 0.8456
H -3.0427 -0.9653 -0.8999
H 1.0403 2.6037 -0.1997
H 2.5388 1.7259 -0.0983
H 2.1266 -1.5376 0.7730
H 4.0712 -0.4625 0.6389


Q: Which of them is the least stable? A: #b.


#a
78
Properties=species:S:1:pos:R:3 method="wB97M-V/def2-TZVPD" lumo_ev=0.3176 multiplicity=1 charge=0
C 1.2652 -5.9691 -8.1962
O 0.2538 -6.8903 -7.8260
C 0.4158 -7.6220 -6.7379
O 1.2381 -7.3635 -5.8636
O -0.5323 -8.5319 -6.6908
C -0.6010 -9.4435 -5.6505
H 2.1580 -6.5901 -8.1235
H 1.3230 -5.0623 -7.5940
H 1.1492 -5.5924 -9.2124
H 0.3504 -9.9518 -5.8076
H -1.5318 -9.9986 -5.7673
H -0.5379 -8.9137 -4.7001
C -2.9233 -4.3677 5.5828
O -3.8394 -4.0859 6.5952
C -4.4426 -2.9047 6.7156
O -5.3353 -2.8274 7.5440
O -3.9646 -1.9919 5.8312
C -4.5650 -0.6703 5.7046
H -2.3505 -3.4895 5.2848
H -3.3542 -4.7477 4.6565
H -2.2039 -5.1555 5.8063
H -3.8548 0.0644 5.3253
H -4.7671 -0.4071 6.7429
H -5.5028 -0.6144 5.1519
C -2.7654 3.6868 11.2541
O -1.7209 3.9054 10.3563
C -1.2699 2.9068 9.5275
O -1.5815 1.7477 9.6966
O -0.3543 3.4295 8.6546
C 0.2973 2.5872 7.7821
H -3.3963 2.9507 10.7559
H -3.4266 4.5153 11.5081
H -2.4595 3.4079 12.2624
H -0.3032 1.9211 7.1625
H 0.9207 1.8904 8.3425
H 0.9122 3.1414 7.0729
C -0.6320 5.8332 2.1815
O -1.8854 6.0886 1.5014
C -2.9535 5.9880 2.1591
O -3.0881 5.6281 3.3174
O -3.9693 6.5089 1.4304
C -5.2975 6.3447 1.7591
H -0.4840 6.4483 3.0691
H 0.1030 6.0841 1.4167
H -0.4643 4.7880 2.4414
H -6.0238 6.9560 1.2234
H -5.5459 6.6102 2.7866
H -5.7892 5.3816 1.6219
O 0.5289 5.5250 -4.7831
C 0.2457 6.4761 -4.0837
O -0.9548 7.1722 -4.1129
C -0.8523 8.4499 -3.4462
C 0.5083 8.4208 -2.9735
O 1.1547 7.3142 -3.5260
H -1.0403 9.3463 -4.0371
H -1.5100 8.4945 -2.5782
H 0.5837 8.4336 -1.8862
H 0.9831 9.3070 -3.3946
O 0.1636 -0.4060 0.7308
C 0.7919 -0.8526 -0.3040
O 1.9947 -1.3181 -0.4545
C 2.2881 -1.6407 -1.7528
C 0.9711 -1.2915 -2.5233
O 0.1549 -0.9884 -1.4420
H 3.0816 -1.0551 -2.2171
H 2.4231 -2.7184 -1.8445
H 0.4837 -2.0900 -3.0828
H 1.1065 -0.4024 -3.1392
O 6.5143 -2.9995 -6.9019
C 7.2414 -3.9856 -7.2420
O 7.3891 -4.4440 -8.5155
C 8.3438 -5.5159 -8.6280
C 8.3104 -5.8653 -7.1856
O 7.9147 -4.6975 -6.4629
H 8.0646 -6.3360 -9.2896
H 9.3278 -5.1636 -8.9375
H 9.3827 -6.0279 -7.0773
H 7.7353 -6.7642 -6.9635


#b
78
Properties=species:S:1:pos:R:3 method="wB97M-V/def2-TZVPD" lumo_ev=0.2401 multiplicity=1 charge=0
C -3.5389 -0.4777 -1.3562
O -4.4864 -0.5352 -0.3161
C -4.1176 -0.8207 0.9610
O -3.0000 -0.9121 1.3605
O -5.2098 -1.0343 1.6459
C -5.1598 -1.5441 2.9540
H -3.9933 -0.2326 -2.3162
H -3.2197 -1.5196 -1.3835
H -2.7227 0.1956 -1.0946
H -4.8882 -0.6782 3.5577
H -4.3415 -2.2641 2.9444
H -6.1189 -1.9966 3.2059
C -2.1029 3.3037 -3.9929
O -3.1519 3.7779 -3.1826
C -3.2688 5.1030 -2.9008
O -2.5783 5.9947 -3.4022
O -4.2588 5.1925 -2.0386
C -4.6140 6.5445 -1.5970
H -2.1158 3.6628 -5.0220
H -1.9253 2.2462 -3.7973
H -1.1770 3.7675 -3.6529
H -3.8585 7.2559 -1.2633
H -5.3193 6.4778 -0.7686
H -5.1319 7.0963 -2.3815
C 1.2323 -5.6886 0.2749
O 0.6353 -5.2313 1.5132
C 1.2850 -5.4087 2.5805
O 2.3710 -6.0223 2.6628
O 0.5584 -5.0605 3.5669
C 0.8812 -5.2522 4.9195
H 0.9106 -5.0424 -0.5419
H 0.9304 -6.7245 0.1206
H 2.3220 -5.6644 0.2825
H 0.0944 -4.8739 5.5722
H 1.7370 -4.6528 5.2301
H 1.1570 -6.2710 5.1915
C 1.0042 3.1598 -1.2807
O 2.2806 2.6278 -1.0929
C 2.7110 2.1352 0.0326
O 2.1705 2.2572 1.1608
O 3.8728 1.5658 -0.1999
C 4.6575 1.1390 0.8489
H 0.9706 3.5955 -2.2793
H 0.8872 3.9751 -0.5666
H 0.2292 2.4034 -1.1578
H 4.5475 1.6160 1.8227
H 5.7245 1.1386 0.6260
H 4.4613 0.0772 0.9982
O -0.4235 -0.1311 -2.7714
C -0.0801 -0.4938 -1.6578
O -0.0949 0.2514 -0.4757
C 0.3487 -0.5058 0.5860
C 1.1545 -1.5503 -0.0860
O 0.6490 -1.5949 -1.4098
H 0.9597 0.1006 1.2547
H -0.4472 -0.8709 1.2351
H 0.8915 -2.4717 0.4334
H 2.2184 -1.3191 -0.1391
O 2.7773 -2.6380 2.3131
C 2.5712 -2.1745 3.4184
O 1.7388 -1.1092 3.7337
C 1.5974 -0.9728 5.1527
C 2.7693 -1.7800 5.6731
O 3.2214 -2.5427 4.5419
H 1.7173 0.0814 5.4024
H 0.6157 -1.3363 5.4566
H 2.2743 -2.4918 6.3337
H 3.4713 -1.1771 6.2491
O 2.5981 3.9051 -4.3181
C 2.0982 2.8796 -4.7337
O 0.9768 2.8244 -5.5425
C 0.6114 1.4936 -5.6203
C 1.8224 0.7287 -5.0616
O 2.5712 1.6675 -4.4706
H -0.3174 1.1743 -5.1476
H 0.5291 1.3178 -6.6929
H 2.4090 0.2422 -5.8409
H 1.4389 0.0921 -4.2643


Q: Which of them is the least stable? A: #a.